{
  "formula": "C9H11O",
  "method": "ωB97M-V/def2-TZVPD",
  "spin_multiplicity": 1,
  "homo_ev": -14.104,
  "lumo_ev": -3.43,
  "orbital_gap_ha": 0.3922,
  "charge": 1,
  "relative_energy_ev": 7.3567,
  "fmax_ha_per_bohr": 0.1408,
  "total_energy_ha": -424.21017,
  "symbols": ["O", "C", "C", "C", "C", "C", "C", "C", "C", "C", "H", "H", "H", "H", "H", "H", "H", "H", "H", "H", "H"],
  "positions_angstrom": [[-0.729206, 0.846013, 2.431734], [-0.698995, -0.001113, 1.217814], [-1.055067, 0.590466, -2.061773], [0.752334, 0.254402, 1.333384], [1.418178, -0.442065, 0.169373], [0.225511, -1.116807, -0.549334], [0.541428, 0.406587, 2.823809], [0.463195, 1.674763, 2.004434], [-0.015185, -0.570820, -1.954956], [-1.038083, -1.065689, 0.430331], [-0.396277, -1.395805, -2.669020], [-2.042555, -1.602824, 0.201237], [-2.063055, 0.245932, -1.793453], [-0.962970, 1.594898, -1.600244], [0.350471, 2.663062, 1.916608], [0.802578, 0.288992, 3.875266], [-1.137472, 0.776154, -3.133616], [2.160570, -1.072439, 0.665165], [1.988385, 0.312233, -0.417922], [0.974631, -0.133488, -2.192443], [0.461583, -2.252453, -0.696398]],
  "forces_ev_per_angstrom": [[-5.184, 0.821, 1.254], [1.343, -2.946, -2.092], [-0.697, -0.326, -0.724], [-0.943, 1.313, -1.401], [1.139, 1.089, 1.444], [-0.285, -3.310, 0.350], [3.107, 2.723, 0.407], [0.798, -7.182, 0.414], [-0.808, 0.832, -0.193], [-1.045, 1.993, -0.036], [1.045, 1.381, 1.091], [2.061, 1.113, 0.652], [0.240, -0.072, 0.124], [0.730, -0.804, 0.144], [-0.014, 3.678, 0.056], [-0.075, -0.490, -0.441], [0.019, 0.236, -0.027], [-0.063, -0.581, -0.778], [-0.534, -0.684, 0.099], [-0.557, -0.707, -0.830], [-0.277, 1.921, 0.484]]
}